Entry from the OMol25 dataset: a 2-piece molecular cluster, CH6N3 overall in a non-equilibrium geometry (ωB97M-V/def2-TZVPD).

Calculated values
Orbital gap (alpha / beta) (eV): 8.48 / 8.42
Net charge: +1
Energy above the lowest of the compared OMol25 structures with the same formula, charge and spin (kJ/mol): 550.6
Multiplicity: 1
E_tot (eV): -5593.2377

Last column: Mulliken charge in e.
Atoms and positions in Å:
C 0.824 0.538 -0.552  -0.096
N -0.812 -0.379 0.810  -0.233
N 0.244 1.620 -0.870  -0.207
N -0.885 -1.693 0.724  -0.131
H 1.801 0.281 -0.710  0.339
H -0.384 0.116 1.553  0.310
H -0.736 1.804 -0.630  0.278
H 0.811 2.281 -1.339  0.252
H -1.385 -2.241 0.069  0.265
H -0.324 -2.220 1.296  0.223

---

Entry from the OMol25 dataset: a 2-piece molecular cluster, CH6N3 overall in a non-equilibrium geometry (ωB97M-V/def2-TZVPD).

Calculated values
Orbital gap (eV): 10.00
Net charge: +1
Energy above the lowest of the compared OMol25 structures with the same formula, charge and spin (kJ/mol): 385.8
Multiplicity: 1
E_tot (eV): -5594.9456

Last column: Mulliken charge in e.
Atoms and positions in Å:
C 0.617 0.073 0.026  0.176
N -0.333 -0.771 -0.118  -0.386
N 1.945 -0.194 0.064  -0.345
N -1.572 -0.163 0.029  -0.237
H 0.118 1.101 0.259  0.095
H 2.487 0.652 -0.189  0.284
H 2.328 -1.072 -0.181  0.277
H -2.161 -0.676 -0.647  0.353
H -1.373 1.215 -0.182  0.446
H -2.055 -0.165 0.938  0.338